Below is an isolated molecule of C5H10O2 in a non-equilibrium geometry, with properties calculated with ωB97M-V with the def2-TZVPD basis set.

The geometry in XYZ format:
```
17
Properties=species:S:1:pos:R:3:forces:R:3
C -2.3401 -0.5734 -0.2561 0.0 0.0 0.0
C -1.1615 0.3759 -0.4451 0.0 0.3 -0.2
C 0.1631 -0.1651 0.0172 -0.5 1.3 1.6
O 0.4775 -1.4517 -0.4736 -0.1 -0.2 1.9
C 1.3335 0.7763 -0.1435 -0.1 0.1 0.0
C 2.5400 0.3689 0.6720 0.0 -0.2 0.2
O 2.6311 -0.6592 1.3017 -0.1 0.5 -0.2
H -3.2546 -0.1076 -0.6380 0.1 -0.1 0.1
H -2.1740 -1.5087 -0.7985 0.0 0.1 0.1
H -2.5077 -0.8145 0.8012 0.1 0.0 -0.2
H -1.0685 0.6421 -1.5030 -0.1 0.1 0.0
H -1.3081 1.2989 0.1267 -0.2 0.0 -0.2
H 0.0804 -0.3567 1.1638 -0.3 1.2 -1.1
H 0.5501 -1.5511 0.5198 1.1 -3.1 -1.9
H 1.0252 1.7801 0.1699 0.2 0.1 -0.1
H 1.6469 0.8362 -1.1946 -0.1 0.0 0.1
H 3.3669 1.1095 0.6801 0.0 -0.2 0.0
```
Forces are in eV/Å.

Output
Energy relative to the best compared isomer or geometry (same formula, charge and spin): 235.2 kJ/mol
HOMO energy: -0.3628 Eh
Frontier orbital gap: 10.813 eV
Net charge: 0

=====

Below is a structure of composition C5H10O2 in a non-equilibrium geometry, with properties calculated with ωB97M-V with the def2-TZVPD basis set.

The geometry in XYZ format:
```
17
Properties=species:S:1:pos:R:3:forces:R:3
C 2.0130 -0.1615 -0.6123 0.0 -0.1 0.0
C 0.8695 0.3404 0.2651 0.1 0.5 -0.1
O 0.0397 1.1661 -0.5866 0.2 -0.3 0.3
C -1.2728 1.2204 -0.0404 -0.1 0.7 -0.1
C -1.7624 -0.1472 0.2367 -0.1 1.1 2.2
C 0.0134 -0.6787 0.9248 -1.5 -0.1 -1.9
O -0.6224 -1.6067 -0.0703 1.4 -2.1 -1.4
H 2.5099 0.6802 -1.1013 -0.1 -0.1 0.1
H 1.6560 -0.8310 -1.4035 0.0 0.1 0.1
H 2.7458 -0.7087 -0.0110 -0.1 0.1 -0.1
H 1.2923 0.9522 1.0795 -0.1 0.0 -0.1
H -1.8903 1.7069 -0.7991 0.1 0.1 0.0
H -1.3121 1.8072 0.8784 0.3 0.2 0.1
H -2.2669 -0.2838 1.1748 -0.5 0.2 0.1
H -2.3474 -0.5528 -0.5803 0.3 -0.4 -0.2
H 0.5564 -1.3290 1.6115 -0.3 0.4 0.5
H -0.2218 -1.5741 -0.9659 0.2 -0.1 0.6
```
Forces are in eV/Å.

Output
Energy relative to the best compared isomer or geometry (same formula, charge and spin): 588.1 kJ/mol
HOMO energy: -0.2759 Eh
Frontier orbital gap: 8.348 eV
Net charge: 0

=====

Below is an isolated molecule of C5H10O2, with properties calculated with ωB97M-V with the def2-TZVPD basis set.

The geometry in XYZ format:
```
17
Properties=species:S:1:pos:R:3:forces:R:3
O -1.6975 -0.2220 1.1637 -0.1 0.0 -0.2
C -0.7645 0.8152 1.4187 0.2 0.2 0.2
C 0.5253 0.7107 0.6068 0.0 -0.1 0.2
C 0.9722 -0.7382 0.3737 0.1 0.0 0.1
C 0.4056 -1.0880 -1.0142 0.0 0.0 -0.1
C -0.0396 0.2702 -1.5940 -0.1 -0.2 -0.3
O 0.3833 1.2746 -0.6910 0.0 0.1 0.0
H -2.0025 -0.1432 0.2525 0.0 0.0 0.1
H -0.5236 0.7370 2.4844 0.0 0.0 -0.1
H -1.2064 1.8086 1.2469 0.1 -0.2 0.0
H 1.2909 1.3106 1.1128 -0.1 -0.1 0.0
H 0.5971 -1.4070 1.1514 0.1 0.1 -0.1
H 2.0621 -0.7954 0.3636 -0.1 0.0 0.0
H -0.4395 -1.7769 -0.9377 0.1 0.1 0.0
H 1.1616 -1.5612 -1.6470 -0.1 0.1 0.1
H -1.1337 0.3129 -1.7230 0.1 0.0 0.0
H 0.4093 0.4922 -2.5677 -0.1 -0.1 0.1
```
Forces are in eV/Å.

Output
Energy relative to the best compared isomer or geometry (same formula, charge and spin): 142.3 kJ/mol
HOMO energy: -0.3520 Eh
Frontier orbital gap: 10.468 eV
Net charge: 0

=====

Below is a structure of composition C5H10O2, with properties calculated with ωB97M-V with the def2-TZVPD basis set.

The geometry in XYZ format:
```
17
Properties=species:S:1:pos:R:3:forces:R:3
O 2.0541 0.7741 0.3653 0.1 0.1 0.1
C 1.6602 -0.4983 -0.1265 -0.3 -0.4 0.1
C 0.1084 -0.6702 -0.1943 -0.3 -0.1 -0.1
C -0.5941 0.6221 -0.4546 0.0 0.4 -0.3
C -1.8764 0.3494 -1.2151 0.0 0.1 -0.4
O -2.4481 -0.3198 -0.0731 0.4 -0.8 -0.2
C -1.2094 -0.1934 0.6260 0.6 -0.5 0.2
H 2.9808 0.9107 0.1235 -0.3 0.0 0.1
H 2.1872 -1.2961 0.4186 -0.4 0.1 0.1
H 1.9997 -0.5724 -1.1816 -0.4 -0.1 0.3
H 0.6402 -0.0479 2.2041 0.1 0.2 0.3
H -0.1065 -1.5387 -0.8126 -0.1 0.3 -0.3
H -0.0492 1.5503 -0.3625 0.0 0.0 -0.2
H -1.7821 -0.3950 -2.0115 0.1 0.4 -0.2
H -2.4184 1.2307 -1.5657 -0.3 -0.2 0.3
H 0.1986 0.4194 2.5760 0.3 0.0 0.2
H -1.3451 -0.3249 1.6840 0.3 0.6 0.1
```
Forces are in eV/Å.

Output
Energy relative to the best compared isomer or geometry (same formula, charge and spin): 544.1 kJ/mol
HOMO energy: -0.3138 Eh
Frontier orbital gap: 9.325 eV
Net charge: 0

=====

Below is a cluster of 2 separate species, C5H10O2 in total, with properties calculated with ωB97M-V with the def2-TZVPD basis set.

The geometry in XYZ format:
```
17
Properties=species:S:1:pos:R:3:forces:R:3
C -1.6639 -1.5946 0.3239 0.0 0.0 0.0
C -0.5760 -0.6215 0.0085 -0.1 -0.3 0.0
C 0.9256 -0.8909 -0.1254 0.1 -0.1 0.1
C 1.0470 0.3959 -0.9960 0.1 0.1 -0.1
O 1.3004 2.4154 1.4763 -0.1 0.1 0.0
C -0.4682 0.5603 -0.8586 -0.1 0.1 -0.3
O -0.7263 0.6997 0.5461 0.0 0.0 0.2
H -1.6032 -2.4778 -0.3192 0.0 0.1 0.1
H -1.5666 -1.9240 1.3649 0.0 0.0 -0.1
H -2.6455 -1.1279 0.2042 0.1 -0.1 0.0
H 1.1178 -1.7966 -0.7087 0.0 0.1 0.1
H 1.4921 -0.9252 0.8093 -0.1 0.0 -0.1
H 1.3946 0.2051 -2.0140 -0.1 0.0 0.1
H 1.6142 1.2111 -0.5404 0.0 -0.1 -0.2
H 0.6135 1.7283 1.4272 0.1 0.1 0.0
H -1.1846 1.0206 -1.5327 0.1 -0.1 0.1
H 0.9292 3.1221 0.9348 0.1 0.0 0.1
```
Forces are in eV/Å.

Output
Energy relative to the best compared isomer or geometry (same formula, charge and spin): 256.4 kJ/mol
HOMO energy: -0.3672 Eh
Frontier orbital gap: 10.935 eV
Net charge: 0

=====

Below is a cluster of 2 separate species, C5H10O2 in total in a non-equilibrium geometry, with properties calculated with ωB97M-V with the def2-TZVPD basis set.

The geometry in XYZ format:
```
17
Properties=species:S:1:pos:R:3:forces:R:3
C -1.4673 0.5943 -0.2382 1.4 0.1 1.4
C -2.5263 -0.0193 -0.7284 -3.1 -0.2 -0.8
C 1.7463 -0.3862 1.7639 -1.3 -0.4 -1.2
O 2.8113 -0.4208 0.7117 -1.3 0.1 1.9
C 0.6454 0.5712 1.2229 -0.3 -0.8 0.0
C -0.6073 0.1653 0.9144 -0.5 -0.9 0.3
H -0.9919 1.3841 -0.7679 -0.1 1.0 -0.6
H -3.0620 -0.8748 -0.2658 0.9 0.5 0.1
H -3.2016 0.3527 -1.5916 1.9 -0.3 1.2
H 1.2288 -1.3794 1.7571 0.9 0.6 -0.1
H 2.0811 -0.2390 2.8013 0.4 0.4 -0.5
H 3.2765 0.4249 0.7711 -0.1 -0.2 0.0
H 0.9678 1.5497 0.9314 0.4 0.4 -0.7
H -1.0419 -0.6405 1.5452 0.5 -0.1 -0.9
H 0.1595 -0.1661 -3.7093 0.0 -0.2 0.2
H -0.0256 -0.1475 -2.1510 0.1 -1.7 -2.1
O 0.0072 -0.7685 -2.9669 0.0 1.8 1.8
```
Forces are in eV/Å.

Output
Energy relative to the best compared isomer or geometry (same formula, charge and spin): 349.5 kJ/mol
HOMO energy: -0.3254 Eh
Frontier orbital gap: 9.478 eV
Net charge: 0